1.
{"formula": "C33H53ClN7O6SbSi3W", "method": "ωB97M-V/def2-TZVPD", "homo_energy_ev": [-7.11, -7.49], "spin_multiplicity": 3, "max_force_ha_per_bohr": 0.0185, "e_lumo_ha": [-0.008, -0.008], "molar_mass_g_mol": 1069.14, "s_squared": 2.01, "orbital_gap_ev": [6.89, 7.27], "species": ["W", "N", "C", "C", "N", "C", "C", "N", "C", "C", "N", "H", "H", "H", "H", "H", "H", "C", "Sb", "C", "C", "C", "C", "C", "C", "N", "Si", "C", "C", "C", "C", "C", "C", "C", "C", "C", "N", "Si", "C", "C", "C", "Si", "C", "C", "C", "H", "H", "H", "H", "H", "H", "H", "H", "H", "H", "H", "H", "H", "H", "H", "H", "H", "H", "H", "H", "H", "H", "H", "H", "H", "H", "H", "H", "H", "H", "H", "H", "H", "H", "H", "H", "H", "H", "Cl", "C", "C", "O", "O", "H", "H", "O", "N", "O", "O", "C", "C", "C", "O", "H", "H", "H", "H", "H", "H", "H"], "positions_angstrom": [[-0.072, -0.255, -0.213], [-0.304, -3.037, 3.051], [0.965, -2.561, 3.321], [1.300, -1.761, 2.282], [0.259, -1.747, 1.384], [-0.702, -2.481, 1.895], [-2.019, -2.366, 1.308], [-2.169, -1.480, 0.364], [-3.510, -1.404, 0.104], [-4.169, -2.285, 0.904], [-3.203, -2.912, 1.664], [-0.890, -3.524, 3.706], [1.507, -2.850, 4.204], [2.181, -1.156, 2.110], [-3.899, -0.731, -0.642], [-5.211, -2.537, 0.990], [-3.382, -3.529, 2.436], [3.914, 0.345, -3.337], [2.011, -0.661, -2.935], [2.151, -0.439, -0.710], [2.832, 0.780, -0.127], [2.987, 2.011, -0.772], [3.526, 3.090, -0.094], [3.908, 2.941, 1.228], [3.724, 1.695, 1.802], [3.214, 0.656, 1.155], [3.289, -1.996, -0.289], [4.366, -2.636, -1.721], [4.661, -1.696, 0.967], [2.512, -3.631, 0.311], [0.530, 0.789, -3.842], [0.219, 1.914, -2.915], [-0.017, 3.197, -3.431], [-0.166, 4.284, -2.602], [-0.066, 4.086, -1.236], [0.081, 2.795, -0.782], [0.163, 1.714, -1.579], [1.495, 1.335, -5.425], [2.331, -0.148, -6.236], [0.556, 2.000, -6.921], [2.678, 2.746, -5.024], [-1.182, 0.082, -4.368], [-2.363, -0.294, -2.974], [-0.946, -1.412, -5.475], [-2.204, 1.394, -5.256], [4.640, -0.337, -2.900], [4.067, 1.318, -2.886], [4.124, 0.413, -4.402], [2.659, 2.138, -1.790], [3.633, 4.043, -0.599], [4.322, 3.760, 1.801], [3.989, 1.524, 2.841], [5.243, -2.004, -1.870], [3.895, -2.810, -2.688], [4.735, -3.604, -1.367], [5.282, -0.838, 0.711], [5.284, -2.596, 0.922], [4.320, -1.565, 1.994], [2.546, -4.377, -0.482], [1.505, -3.622, 0.711], [3.175, -3.985, 1.107], [-0.068, 3.319, -4.503], [-0.335, 5.270, -3.017], [-0.133, 4.890, -0.518], [0.120, 2.616, 0.277], [1.572, -0.755, -6.734], [2.919, -0.814, -5.611], [2.990, 0.244, -7.018], [-0.115, 1.272, -7.377], [1.337, 2.223, -7.656], [0.003, 2.926, -6.752], [2.936, 2.825, -3.969], [2.229, 3.694, -5.327], [3.608, 2.629, -5.586], [-3.372, -0.193, -3.389], [-2.252, -1.283, -2.551], [-2.288, 0.434, -2.167], [-0.153, -2.065, -5.104], [-0.700, -1.129, -6.500], [-1.874, -1.990, -5.509], [-2.578, 2.106, -4.515], [-3.079, 0.871, -5.657], [-1.752, 1.950, -6.069], [-4.455, 1.919, -1.101], [-3.826, 2.143, 0.559], [-2.316, 1.969, 0.703], [-1.752, 2.725, 1.474], [-1.809, 1.005, 0.011], [-4.320, 1.407, 1.192], [-4.095, 3.142, 0.881], [-1.100, 0.217, 2.689], [-0.051, 0.834, 2.587], [0.528, 1.372, 3.498], [0.533, 0.912, 1.402], [0.619, -3.825, -2.503], [-0.354, -3.154, -1.542], [-1.760, -3.581, -1.968], [-0.163, -1.749, -1.524], [0.516, -4.910, -2.424], [1.653, -3.561, -2.312], [0.392, -3.534, -3.530], [-0.176, -3.547, -0.536], [-1.936, -3.339, -3.019], [-2.556, -3.142, -1.374], [-1.826, -4.668, -1.872]], "mulliken_spin": [1.403, 0.006, -0.009, 0.032, 0.018, 0.034, -0.029, 0.040, -0.008, -0.001, 0.003, 0.000, -0.001, 0.001, 0.004, 0.001, 0.000, 0.007, -0.013, 0.052, 0.060, 0.000, 0.001, -0.003, 0.002, -0.004, 0.025, -0.002, 0.003, 0.006, 0.067, -0.024, -0.008, 0.003, 0.003, 0.034, -0.024, -0.002, 0.004, 0.000, 0.000, -0.015, 0.068, 0.005, 0.000, -0.001, 0.001, 0.000, 0.013, 0.000, 0.000, 0.000, 0.000, 0.000, -0.001, 0.000, 0.000, 0.000, 0.000, -0.004, 0.000, 0.000, 0.000, 0.000, 0.008, 0.000, 0.000, 0.001, 0.000, 0.000, 0.000, 0.000, 0.000, 0.000, 0.001, -0.035, -0.010, -0.001, 0.001, 0.000, 0.000, 0.000, 0.000, 0.001, -0.004, 0.014, 0.011, 0.126, 0.000, 0.000, 0.009, 0.023, 0.007, 0.036, 0.014, 0.033, -0.006, 0.019, 0.000, 0.001, -0.003, 0.008, 0.001, -0.001, 0.000]}


2.
{"formula": "C5H8O2", "method": "ωB97M-V/def2-TZVPD", "homo_energy_ev": -9.57, "max_force_ha_per_bohr": 0.0436, "e_lumo_ha": 0.031, "molar_mass_g_mol": 100.12, "relative_energy_kcal_mol": 43.4, "smiles": "CC(=O)C1(O)CC1", "orbital_gap_ev": 10.42, "species": ["C", "C", "O", "C", "O", "C", "C", "H", "H", "H", "H", "H", "H", "H", "H"], "positions_angstrom": [[1.805, 0.366, -0.768], [0.889, -0.611, -0.138], [1.257, -1.760, 0.076], [-0.401, -0.205, 0.529], [-0.169, -0.778, 1.786], [-1.758, -0.297, -0.121], [-1.160, 1.053, 0.196], [2.702, -0.172, -1.069], [1.329, 0.875, -1.605], [2.056, 1.118, -0.010], [0.290, -1.628, 1.414], [-2.556, -0.634, 0.538], [-1.850, -0.620, -1.154], [-0.824, 1.647, -0.660], [-1.611, 1.647, 0.984]], "nbo_charge": [-0.715, 0.609, -0.569, 0.123, -0.700, -0.434, -0.431, 0.242, 0.234, 0.251, 0.494, 0.233, 0.215, 0.216, 0.233]}


3.
{"formula": "C6H15N", "method": "ωB97M-V/def2-TZVPD", "homo_energy_ev": -9.19, "max_force_ha_per_bohr": 0.0363, "e_lumo_ha": 0.041, "molar_mass_g_mol": 101.19, "relative_energy_kcal_mol": 17.3, "smiles": "CCCCCCN", "orbital_gap_ev": 10.29, "species": ["C", "C", "C", "C", "C", "C", "N", "H", "H", "H", "H", "H", "H", "H", "H", "H", "H", "H", "H", "H", "H", "H"], "positions_angstrom": [[-2.830, -0.259, -0.507], [-1.782, 0.827, -0.169], [-0.837, 0.356, 0.949], [0.029, -0.879, 0.717], [0.867, -0.821, -0.571], [1.824, 0.370, -0.710], [2.807, 0.495, 0.336], [-2.532, -1.267, -0.225], [-2.929, -0.293, -1.590], [-3.816, -0.065, -0.085], [-2.194, 1.825, -0.038], [-1.202, 0.954, -1.098], [-1.440, 0.327, 1.858], [-0.103, 1.152, 1.150], [0.636, -1.105, 1.597], [-0.611, -1.758, 0.563], [0.069, -0.726, -1.331], [1.348, -1.769, -0.811], [2.331, 0.330, -1.677], [1.142, 1.223, -0.723], [2.472, 0.204, 1.248], [3.564, -0.177, 0.256]], "nbo_charge": [-0.620, -0.404, -0.407, -0.402, -0.412, -0.223, -0.831, 0.204, 0.207, 0.209, 0.215, 0.189, 0.208, 0.199, 0.200, 0.201, 0.196, 0.201, 0.196, 0.180, 0.347, 0.350]}


4.
{"formula": "C8H15F2O4P", "method": "ωB97M-V/def2-TZVPD", "homo_energy_ev": [-7.92, -7.91], "max_force_ha_per_bohr": 0.0784, "e_lumo_ha": [0.011, 0.011], "molar_mass_g_mol": 244.17, "relative_energy_kcal_mol": 0.0, "orbital_gap_ev": [8.22, 8.22], "species": ["C", "C", "C", "C", "C", "C", "C", "C", "O", "O", "O", "O", "F", "F", "P", "H", "H", "H", "H", "H", "H", "H", "H", "H", "H", "H", "H", "H", "H", "H"], "positions_angstrom": [[3.425, -1.185, -1.624], [2.141, -1.372, -1.534], [-2.785, 0.302, 3.187], [-0.352, 1.682, -2.923], [-1.731, -0.653, 2.537], [-1.131, 1.389, -1.671], [1.549, -1.937, -0.391], [1.440, -0.093, 0.962], [-0.374, 2.078, 1.242], [0.248, -2.186, -0.320], [-1.396, -0.319, 1.189], [-0.453, 0.483, -0.883], [1.760, -0.349, 2.231], [2.350, 0.857, 0.492], [-0.272, 0.729, 0.705], [3.999, -0.951, -2.488], [4.119, -1.487, -0.823], [1.435, -1.038, -2.315], [-3.711, 0.360, 2.608], [-2.991, -0.383, 4.085], [-2.584, 1.297, 3.619], [-0.283, 0.916, -3.681], [-0.714, 2.586, -3.489], [0.689, 1.877, -2.642], [-2.203, -1.647, 2.425], [-0.788, -0.487, 3.041], [-2.170, 1.100, -1.760], [-1.214, 2.367, -1.147], [2.186, -2.628, 0.166], [-0.192, -1.309, -0.799]], "nbo_charge": [-0.314, -0.302, -0.639, -0.637, -0.064, -0.079, 0.213, 0.261, -1.060, -0.683, -0.830, -0.824, -0.345, -0.374, 2.260, 0.205, 0.191, 0.214, 0.213, 0.205, 0.233, 0.208, 0.225, 0.224, 0.206, 0.196, 0.186, 0.203, 0.199, 0.509]}


5.
{"formula": "C36H41MnN5Se", "method": "ωB97M-V/def2-TZVPD", "charge": -1, "homo_energy_ev": [-0.55, -1.76], "spin_multiplicity": 5, "max_force_ha_per_bohr": 0.0536, "e_lumo_ha": [0.092, 0.091], "molar_mass_g_mol": 677.66, "relative_energy_kcal_mol": 28.0, "s_squared": 6.12, "orbital_gap_ev": [3.05, 4.25], "species": ["Mn", "N", "N", "C", "C", "C", "C", "H", "H", "H", "C", "C", "H", "H", "H", "C", "C", "H", "H", "H", "C", "H", "H", "H", "C", "H", "H", "H", "C", "H", "C", "H", "C", "H", "C", "H", "C", "C", "H", "C", "C", "H", "C", "H", "N", "C", "C", "C", "H", "C", "C", "H", "H", "H", "C", "H", "C", "C", "H", "H", "H", "C", "H", "H", "H", "C", "N", "C", "Se", "N", "C", "C", "C", "C", "C", "C", "H", "H", "H", "H", "H", "H", "H", "H"], "positions_angstrom": [[-0.314, 0.435, 0.311], [0.228, 2.346, 0.994], [-1.688, 2.167, -1.427], [-1.656, -1.454, 0.469], [-2.487, -0.403, 0.951], [-1.801, 0.254, 2.018], [-2.416, 1.354, 2.812], [-3.299, 1.752, 2.294], [-1.741, 2.207, 2.963], [-2.750, 0.973, 3.791], [-0.550, -0.442, 2.260], [0.342, -0.220, 3.431], [-0.202, -0.375, 4.373], [0.682, 0.818, 3.432], [1.236, -0.853, 3.432], [-0.479, -1.519, 1.289], [0.435, -2.686, 1.283], [1.478, -2.383, 1.415], [0.368, -3.249, 0.344], [0.152, -3.380, 2.091], [-3.881, -0.113, 0.505], [-4.534, -0.061, 1.393], [-4.253, -0.904, -0.161], [-3.964, 0.843, -0.043], [-2.027, -2.460, -0.559], [-1.249, -2.568, -1.332], [-2.950, -2.171, -1.079], [-2.177, -3.433, -0.063], [1.207, 2.887, 1.786], [1.482, 2.347, 2.703], [1.769, 4.144, 1.492], [2.565, 4.557, 2.138], [1.274, 4.865, 0.386], [1.816, 5.731, 0.008], [0.063, 4.486, -0.159], [-0.489, 5.056, -0.901], [-0.499, 3.266, 0.297], [-1.750, 2.829, -0.221], [-2.705, 3.198, 0.128], [-1.020, 0.952, -1.568], [-2.231, 2.548, -2.648], [-2.600, 3.536, -2.795], [-2.186, 1.477, -3.431], [-2.667, 1.307, -4.364], [-1.550, 0.451, -2.738], [-1.742, -0.887, -3.235], [-3.075, -1.272, -3.584], [-3.283, -2.484, -4.252], [-4.309, -2.783, -4.483], [-2.216, -3.298, -4.640], [-2.456, -4.636, -5.285], [-2.064, -5.452, -4.662], [-1.959, -4.717, -6.262], [-3.527, -4.814, -5.442], [-0.915, -2.829, -4.450], [-0.070, -3.388, -4.859], [-0.665, -1.606, -3.807], [0.717, -1.036, -3.861], [0.733, -0.097, -4.432], [1.377, -1.750, -4.374], [1.131, -0.816, -2.870], [-4.318, -0.464, -3.327], [-4.616, 0.093, -4.231], [-4.255, 0.245, -2.496], [-5.156, -1.142, -3.104], [4.590, 2.156, 1.182], [4.351, 0.830, 1.729], [3.490, -0.119, 1.236], [2.444, -0.072, -0.276], [3.591, -1.183, 2.083], [4.470, -0.909, 3.119], [4.529, -1.500, 4.363], [5.201, -0.799, 5.371], [5.750, 0.465, 5.139], [5.634, 1.057, 3.877], [4.979, 0.350, 2.882], [4.277, 2.937, 1.887], [4.039, 2.226, 0.237], [5.660, 2.300, 0.999], [3.103, -2.073, 1.967], [4.043, -2.447, 4.539], [5.303, -1.236, 6.365], [6.247, 0.978, 5.966], [5.990, 2.058, 3.698]], "mulliken_spin": [3.183, 0.099, -0.025, -0.063, -0.007, 0.058, 0.000, -0.003, 0.019, -0.002, -0.157, -0.014, -0.001, -0.002, -0.003, 0.130, -0.001, -0.001, -0.001, 0.000, 0.007, -0.001, 0.002, 0.000, 0.012, -0.001, -0.005, 0.002, 0.196, 0.147, -0.271, -0.006, 0.402, 0.033, -0.132, 0.006, 0.176, 0.143, 0.017, -0.036, 0.015, -0.002, -0.022, -0.002, -0.002, -0.007, -0.008, 0.002, 0.000, -0.002, 0.000, 0.000, 0.000, 0.000, 0.001, 0.000, -0.002, 0.003, 0.000, 0.000, -0.001, -0.005, 0.001, 0.002, 0.000, 0.009, 0.034, 0.089, -0.037, 0.021, -0.005, 0.005, 0.003, 0.000, 0.019, -0.006, -0.012, 0.009, -0.002, -0.002, 0.001, 0.001, 0.001, 0.000]}


6.
{"formula": "C9H19NO2S", "method": "ωB97M-V/def2-TZVPD", "homo_energy_ev": -8.45, "max_force_ha_per_bohr": 0.1382, "e_lumo_ha": 0.025, "molar_mass_g_mol": 205.32, "relative_energy_kcal_mol": 91.4, "smiles": "CCCOC(=S)OCCCN(C)C", "orbital_gap_ev": 9.13, "species": ["C", "C", "C", "O", "C", "S", "O", "C", "C", "C", "N", "C", "C", "H", "H", "H", "H", "H", "H", "H", "H", "H", "H", "H", "H", "H", "H", "H", "H", "H", "H", "H"], "positions_angstrom": [[-1.680, -0.171, -3.131], [-2.258, -0.695, -1.778], [-1.213, -1.300, -1.116], [-1.527, -1.856, 0.209], [-1.672, -0.840, 1.143], [-2.064, -1.266, 2.632], [-1.343, 0.295, 0.637], [-0.973, 1.535, 1.304], [0.384, 1.453, 2.198], [1.541, 1.325, 1.241], [1.712, -0.066, 0.524], [2.120, -1.198, 1.215], [2.434, 0.105, -0.613], [-2.452, 0.421, -3.804], [-0.790, 0.587, -3.147], [-1.336, -0.984, -3.830], [-3.165, -1.377, -1.941], [-2.688, 0.143, -1.177], [-0.285, -0.739, -0.823], [-0.998, -2.206, -1.863], [-1.988, 1.939, 1.840], [-0.939, 2.229, 0.586], [0.330, 2.376, 2.787], [0.236, 0.696, 2.972], [2.580, 1.513, 1.793], [1.467, 2.190, 0.488], [2.346, -2.129, 0.643], [3.030, -0.846, 2.000], [1.232, -1.706, 1.955], [2.230, 1.188, -1.071], [3.509, 0.034, -0.447], [2.218, -0.649, -1.426]], "nbo_charge": [-0.626, -0.465, -0.093, -0.505, 0.487, -0.146, -0.532, -0.039, -0.461, -0.217, -0.498, -0.422, -0.390, 0.220, 0.217, 0.211, 0.223, 0.213, 0.231, 0.189, 0.199, 0.180, 0.234, 0.250, 0.187, 0.212, 0.233, 0.153, 0.210, 0.190, 0.162, 0.195]}